## one
Below is the molecule C17H24N6O3, with properties calculated with ωB97M-V with the def2-TZVPD basis set.

Calculated values
Highest occupied orbital energy: -7.86 eV
SMILES string: [H]/N=C(\N)NCCC[C@H](NC(=O)[C@@H](N)Cc1c[nH]c2ccccc12)C(=O)O
LUMO level: 0.4 eV
HOMO-LUMO gap: 8.2 eV

Each line ends with the Löwdin charge.
Element x y z (Å)
C (-0.789, -0.999, 1.454)  -0.33
C (0.138, -2.204, 1.291)  -0.43
C (0.013, 0.059, 2.224)  -0.08
C (1.335, 0.449, 1.634)  -0.15
C (2.533, -0.128, 1.903)  -0.04
C (1.660, 1.606, 0.785)  -0.11
C (3.075, 1.606, 0.546)  -0.22
C (0.884, 2.579, 0.123)  -0.04
C (3.737, 2.513, -0.299)  0.00
C (1.487, 3.557, -0.645)  -0.10
C (2.855, 3.441, -0.898)  -0.10
C (0.473, -2.273, -1.286)  -0.19
C (1.996, -2.199, -1.578)  -0.48
C (-0.314, -1.004, -1.622)  -0.13
C (-1.844, -1.305, -1.616)  -0.20
C (-2.648, -0.087, -1.990)  -0.21
C (-3.143, 1.540, -0.102)  -0.60
H (-2.273, -2.439, 2.072)  0.09
H (-1.525, -1.534, 3.150)  0.07
H (-1.145, -0.593, 0.536)  0.07
H (0.224, -0.483, 3.132)  0.11
H (-0.622, 0.922, 2.335)  0.12
H (2.766, -1.013, 2.489)  0.13
H (4.392, 0.124, 1.045)  0.13
H (-0.236, 2.597, 0.333)  0.11
H (4.793, 2.441, -0.558)  0.11
H (0.871, 4.302, -1.152)  0.10
H (3.214, 4.116, -1.607)  0.07
H (0.786, -3.612, 0.272)  0.12
H (0.080, -2.939, -2.017)  0.14
H (-0.112, -0.148, -0.986)  0.09
H (-0.011, -0.557, -2.660)  0.17
H (-2.173, -1.841, -0.714)  0.11
H (-2.051, -2.036, -2.395)  0.11
H (-3.702, -0.401, -1.949)  0.12
H (-2.423, 0.233, -3.028)  0.13
H (-2.016, 1.895, -1.746)  0.16
H (-3.750, 2.998, 1.019)  0.03
H (-3.578, -0.280, 0.713)  0.07
H (-4.456, 1.047, 1.305)  0.08
H (3.456, -3.409, -1.530)  0.13
N (-1.932, -1.485, 2.230)  0.07
N (3.565, 0.577, 1.290)  0.08
N (0.334, -2.770, 0.080)  0.16
N (-2.471, 1.121, -1.201)  0.03
N (-3.134, 2.756, 0.258)  0.09
N (-4.065, 0.615, 0.470)  0.11
O (0.634, -2.622, 2.346)  0.04
O (2.597, -1.339, -2.129)  0.15
O (2.517, -3.398, -1.327)  0.12

---

## two
Below is the molecule C17H24N6O3, with properties calculated with ωB97M-V with the def2-TZVPD basis set.

Calculated values
Highest occupied orbital energy: -8.21 eV
SMILES string: [H]/N=C(\N)NCCC[C@H](NC(=O)[C@@H](N)Cc1c[nH]c2ccccc12)C(=O)O
LUMO level: 0.4 eV
HOMO-LUMO gap: 8.6 eV

Each line ends with the Löwdin charge.
Element x y z (Å)
C (1.081, 0.792, -2.707)  -0.31
C (-0.245, 1.169, -2.057)  -0.44
C (1.739, -0.556, -2.248)  -0.10
C (2.152, -0.777, -0.801)  -0.18
C (2.625, -1.969, -0.339)  -0.09
C (2.218, 0.149, 0.333)  -0.11
C (2.748, -0.606, 1.434)  -0.23
C (1.925, 1.517, 0.573)  -0.01
C (2.875, -0.074, 2.699)  -0.05
C (2.117, 2.020, 1.867)  -0.10
C (2.572, 1.237, 2.915)  -0.11
C (-2.338, 0.438, -0.968)  -0.18
C (-3.377, 0.820, -2.108)  -0.48
C (-2.396, 1.420, 0.209)  -0.13
C (-2.677, 0.760, 1.564)  -0.18
C (-1.446, 0.127, 2.227)  -0.18
C (-1.509, -2.201, 1.411)  -0.61
H (2.729, 1.792, -3.402)  0.09
H (1.496, 2.728, -2.951)  0.08
H (0.747, 0.477, -3.751)  0.16
H (2.607, -0.838, -2.894)  0.13
H (1.026, -1.382, -2.398)  0.11
H (2.759, -2.908, -0.879)  0.13
H (3.381, -2.633, 1.497)  0.15
H (1.626, 2.136, -0.256)  0.09
H (3.261, -0.680, 3.522)  0.12
H (1.840, 3.055, 2.065)  0.10
H (2.775, 1.707, 3.876)  0.11
H (-0.526, -0.604, -0.995)  0.10
H (-2.643, -0.613, -0.762)  0.16
H (-1.457, 1.985, 0.211)  0.11
H (-3.175, 2.161, -0.037)  0.12
H (-3.463, -0.016, 1.525)  0.10
H (-3.022, 1.570, 2.236)  0.11
H (-1.641, -0.203, 3.270)  0.12
H (-0.638, 0.891, 2.303)  0.11
H (0.135, -1.005, 1.549)  0.12
H (-2.856, -3.453, 1.749)  0.05
H (-1.081, -3.996, 0.594)  0.09
H (0.030, -2.786, 0.211)  0.07
H (-3.696, 0.662, -3.895)  0.14
N (2.019, 1.893, -2.673)  0.06
N (2.989, -1.877, 0.979)  0.08
N (-0.970, 0.181, -1.435)  0.11
N (-0.886, -0.989, 1.442)  0.03
N (-2.687, -2.447, 1.781)  0.13
N (-0.622, -3.150, 0.918)  0.11
O (-0.694, 2.307, -2.192)  0.07
O (-4.489, 1.267, -1.910)  0.10
O (-2.938, 0.501, -3.302)  0.13

---

two (25.2 kcal/mol below the next structure)

---

## one
Below is a 4-piece molecular cluster, C3H15NO3S overall, with properties calculated with ωB97M-V with the def2-TZVPD basis set.

Calculated values
Highest occupied orbital energy: -8.82 eV
SMILES string: NCCCS.O.O.O
LUMO level: 0.4 eV
HOMO-LUMO gap: 9.3 eV

Each line ends with the Löwdin charge.
Element x y z (Å)
C (-0.137, -0.430, -1.173)  -0.28
C (0.490, -1.623, -0.480)  -0.30
C (-0.400, -2.111, 0.747)  -0.60
S (0.012, -3.828, 0.789)  0.69
N (-0.392, 0.937, -0.521)  0.00
H (-1.107, -0.750, -1.593)  0.11
H (0.366, -0.012, -2.045)  0.09
H (0.705, -2.374, -1.326)  0.10
H (1.578, -1.433, -0.021)  0.14
H (-1.416, -1.991, 0.519)  0.04
H (-0.191, -1.745, 1.758)  0.07
H (-0.224, -4.159, -0.510)  -0.12
H (0.487, 1.177, -0.095)  0.06
H (-1.022, 0.668, 0.229)  0.03
H (-2.204, -0.318, 2.945)  0.02
H (-2.912, 0.782, 2.072)  0.08
O (-2.032, 0.364, 2.313)  -0.07
H (-0.512, 2.578, -1.665)  -0.08
H (0.473, 2.463, -2.726)  0.04
O (-0.299, 3.007, -2.442)  -0.07
H (2.657, 3.363, 1.669)  -0.06
H (3.301, 2.712, 0.429)  -0.03
O (2.779, 2.723, 1.128)  0.10

---

## two
Below is a 4-piece molecular cluster, C3H15NO3S overall, with properties calculated with ωB97M-V with the def2-TZVPD basis set.

Calculated values
Highest occupied orbital energy: -8.99 eV
SMILES string: CNCCS.O.O.O
LUMO level: 0.4 eV
HOMO-LUMO gap: 9.4 eV

Each line ends with the Löwdin charge.
Element x y z (Å)
C (1.232, -2.096, 0.990)  -0.18
N (0.389, -1.010, 0.593)  -0.11
C (-0.283, -1.350, -0.684)  -0.35
C (-0.854, -0.181, -1.372)  -0.63
S (-2.415, -0.690, -1.970)  0.75
H (2.007, -2.360, 0.197)  0.09
H (0.652, -3.080, 1.249)  0.08
H (1.712, -1.959, 2.146)  0.13
H (-0.146, -0.598, 1.266)  0.06
H (0.361, -1.874, -1.344)  0.11
H (-1.051, -2.055, -0.581)  0.04
H (-0.867, 0.703, -0.780)  0.03
H (-0.365, 0.281, -2.422)  0.14
H (-2.666, -1.620, -1.046)  -0.13
H (0.181, 1.935, 1.988)  0.02
H (-1.267, 1.645, 2.138)  -0.01
O (-0.533, 1.880, 2.630)  -0.01
H (-1.387, 3.079, 0.179)  0.00
H (0.110, 2.542, 0.500)  0.08
O (-0.493, 3.262, -0.027)  -0.09
H (2.444, 1.559, -1.535)  0.04
H (1.454, 0.597, -1.235)  -0.02
O (1.784, 1.392, -0.878)  -0.02

---

one (17.6 kcal/mol below the next structure)

---

## one
Below is a 2-piece molecular cluster, C2H3N overall, with properties calculated with ωB97M-V with the def2-TZVPD basis set.

Calculated values
Highest occupied orbital energy (spin up / spin down): -10.75 / -9.67 eV
LUMO level (spin up / spin down): -1.5 / 0.2 eV
HOMO-LUMO gap (spin up / spin down): 9.3 / 9.9 eV

Each line ends with the Löwdin charge.
Element x y z (Å)
C (0.485, -0.553, -0.052)  -0.18
C (0.606, 0.861, 0.029)  -0.10
N (1.687, -0.327, -0.021)  0.12
H (-0.593, -3.009, 0.266)  0.07
H (0.489, 1.523, -0.783)  0.07
H (0.588, 1.360, 0.900)  0.03

---

## two
Below is the molecule C2H3N, with properties calculated with ωB97M-V with the def2-TZVPD basis set.

Calculated values
Highest occupied orbital energy: -12.02 eV
SMILES string: CC#N
LUMO level: 0.5 eV
HOMO-LUMO gap: 12.5 eV

Each line ends with the Löwdin charge.
Element x y z (Å)
C (-1.180, 0.107, 0.021)  -0.19
C (0.683, -0.018, -0.007)  0.04
N (-2.301, -0.089, 0.010)  0.04
H (0.946, -0.509, 0.912)  0.04
H (0.934, 1.034, -0.014)  0.03
H (0.918, -0.526, -0.923)  0.04

---

two (123.8 kcal/mol below the next structure)

---

## one
Below is the molecule C2H3N, with properties calculated with ωB97M-V with the def2-TZVPD basis set.

Calculated values
Highest occupied orbital energy: -11.55 eV
SMILES string: CC#N
LUMO level: 0.8 eV
HOMO-LUMO gap: 12.3 eV

Each line ends with the Löwdin charge.
Element x y z (Å)
C (-0.236, -0.358, -0.214)  -0.10
C (0.265, 0.846, 0.297)  -0.34
H (0.000, -0.491, -1.287)  0.09
H (0.409, -1.125, 0.382)  0.12
H (-1.250, -0.625, 0.100)  0.08
N (0.813, 1.754, 0.723)  0.14

---

## two
Below is the molecule C2H3N, with properties calculated with ωB97M-V with the def2-TZVPD basis set.

Calculated values
Highest occupied orbital energy: -11.94 eV
SMILES string: CC#N
LUMO level: 0.5 eV
HOMO-LUMO gap: 12.4 eV

Each line ends with the Löwdin charge.
Element x y z (Å)
C (1.125, -1.137, 1.257)  -0.21
C (0.070, -0.095, 0.087)  0.05
N (1.719, -1.849, 1.913)  0.03
H (0.286, -0.783, -0.709)  0.03
H (0.658, 0.792, -0.003)  0.02
H (-0.773, -0.052, 0.855)  0.08

---

one (37.6 kcal/mol below the next structure)

---

## one
Below is the molecule C2H2N2O4, with properties calculated with ωB97M-V with the def2-TZVPD basis set.

Calculated values
Highest occupied orbital energy (spin up / spin down): -10.42 / -10.42 eV
SMILES string: O=C[C@@H](N=O)[N+](=O)[O-]
LUMO level (spin up / spin down): -1.4 / -1.4 eV
HOMO-LUMO gap (spin up / spin down): 9.0 / 9.0 eV

Each line ends with the Löwdin charge.
Element x y z (Å)
C (-0.140, 1.094, 0.320)  -0.20
C (-0.594, -0.302, -0.090)  -0.15
N (-0.333, -1.503, 0.721)  0.04
N (-2.236, -0.298, -0.026)  -0.37
O (-2.712, -0.084, -1.119)  0.07
O (-0.228, 1.512, 1.444)  0.11
O (0.658, -2.121, 0.456)  0.06
O (-2.779, -0.383, 1.023)  0.13
H (0.516, 1.526, -0.602)  0.17
H (-0.469, -0.316, -1.208)  0.15

---

## two
Below is the molecule C2H2N2O4, with properties calculated with ωB97M-V with the def2-TZVPD basis set.

Calculated values
Highest occupied orbital energy: -9.10 eV
SMILES string: O=c1oc(O)nn1O
LUMO level: 0.3 eV
HOMO-LUMO gap: 9.4 eV

Each line ends with the Löwdin charge.
Element x y z (Å)
C (-0.791, 0.379, -0.886)  -0.44
C (1.052, -0.542, -0.144)  -0.47
H (-2.480, 1.022, -1.227)  0.19
H (1.342, -0.778, 2.111)  0.17
N (-0.891, 0.532, 0.415)  0.20
N (0.346, 0.084, 0.801)  -0.15
O (-1.673, 0.737, -1.792)  0.14
O (0.668, 0.001, 2.125)  0.06
O (2.082, -1.175, -0.070)  0.11
O (0.343, -0.260, -1.332)  0.19

---

## three
Below is a 2-piece molecular cluster, C2H2N2O4 overall, with properties calculated with ωB97M-V with the def2-TZVPD basis set.

Calculated values
Highest occupied orbital energy: -11.44 eV
SMILES string: [H]/N=C\[N+](=O)[O-].O=C=O
LUMO level: -1.0 eV
HOMO-LUMO gap: 10.4 eV

Each line ends with the Löwdin charge.
Element x y z (Å)
C (0.400, -0.381, 0.000)  -0.12
C (-3.063, -0.358, 0.002)  -0.47
N (1.891, -0.278, 0.003)  -0.39
N (-0.332, 0.614, -0.001)  0.19
O (-2.586, -1.400, -0.002)  0.19
O (-3.559, 0.671, 0.006)  0.22
O (2.336, 0.846, 0.002)  0.08
O (2.516, -1.308, 0.006)  0.10
H (0.033, -1.399, -0.002)  0.12
H (0.159, 1.512, 0.001)  0.09

---

two (3.2 kcal/mol below the next structure)

---

## one
Below is the molecule C2H2N2O4, with properties calculated with ωB97M-V with the def2-TZVPD basis set.

Calculated values
Highest occupied orbital energy: -9.22 eV
SMILES string: O=c1[nH]o/c(=N/O)o1
LUMO level: 0.0 eV
HOMO-LUMO gap: 9.2 eV

Each line ends with the Löwdin charge.
Element x y z (Å)
C (0.222, -0.340, -0.816)  -0.50
C (-0.245, 1.009, 1.039)  -0.44
H (-1.358, -1.535, -0.449)  0.14
H (1.746, 1.004, 1.381)  0.23
N (0.111, -1.339, -1.599)  0.06
N (1.035, 1.159, 0.538)  0.15
O (-1.159, -1.813, -1.443)  -0.08
O (1.293, 0.279, -0.547)  0.11
O (-0.899, 1.564, 1.813)  0.23
O (-0.746, 0.012, 0.082)  0.10

---

## two
Below is the molecule C2H2N2O4, with properties calculated with ωB97M-V with the def2-TZVPD basis set.

Calculated values
Highest occupied orbital energy: -9.01 eV
SMILES string: O=c1oc(O)nn1O
LUMO level: 0.4 eV
HOMO-LUMO gap: 9.4 eV

Each line ends with the Löwdin charge.
Element x y z (Å)
C (0.279, -1.023, 0.715)  -0.44
C (-0.741, 0.330, -0.643)  -0.48
H (1.282, -2.185, 1.829)  0.15
H (0.066, 2.407, -1.009)  0.12
N (1.071, -0.003, 0.699)  0.22
N (0.366, 0.842, -0.108)  -0.14
O (0.423, -2.158, 1.373)  0.16
O (0.829, 2.027, -0.545)  0.10
O (-1.495, 0.821, -1.443)  0.12
O (-0.837, -0.932, -0.058)  0.21

---

two (54.7 kcal/mol below the next structure)

---

## one
Below is a 2-piece molecular cluster, C2H7N2O overall, with properties calculated with ωB97M-V with the def2-TZVPD basis set.

Calculated values
Highest occupied orbital energy: -2.51 eV
LUMO level: 4.2 eV
HOMO-LUMO gap: 6.7 eV
Charge: -1

Each line ends with the Löwdin charge.
Element x y z (Å)
N (-0.690, -1.390, -0.779)  -0.06
C (-1.341, -0.752, 0.423)  -0.67
O (-2.020, -1.557, 1.222)  -0.36
H (-1.430, -1.744, -1.381)  0.02
H (-0.250, -2.246, -0.445)  0.03
H (-0.457, -0.260, 0.930)  0.05
H (-1.936, 0.084, -0.031)  0.06
C (1.802, 1.424, -0.285)  -0.16
N (1.688, 2.278, 0.637)  0.00
H (2.709, 1.457, -0.895)  0.04
H (1.117, 0.609, -0.528)  0.03
H (0.809, 2.097, 1.132)  0.02

---

## two
Below is a 2-piece molecular cluster, C2H7N2O overall, with properties calculated with ωB97M-V with the def2-TZVPD basis set.

Calculated values
Highest occupied orbital energy: -1.89 eV
LUMO level: 4.3 eV
HOMO-LUMO gap: 6.2 eV
Charge: -1

Each line ends with the Löwdin charge.
Element x y z (Å)
C (-0.774, 1.940, -0.398)  -0.24
O (-0.852, 0.832, -1.243)  -0.19
H (-1.311, 2.739, -0.913)  0.06
H (-1.175, 1.726, 0.602)  0.06
H (0.260, 2.250, -0.236)  0.05
N (0.391, -1.821, 1.387)  -0.09
C (0.871, -0.930, 0.377)  -0.50
N (1.023, -1.566, -0.751)  -0.13
H (-0.191, -1.465, 2.102)  0.00
H (0.663, -2.795, 1.329)  0.02
H (-0.403, 0.048, -0.842)  0.00
H (1.498, -0.957, -1.415)  -0.04

---

one (9.4 kcal/mol below the next structure)